C4H7NO | the ωB97M-V functional and the def2-TZVPD basis

Structure (XYZ):
```
13
Properties=species:S:1:pos:R:3:lowdin_charge:R:1
C 0.54094 -0.65787 0.66350 -0.219
C -0.93139 -0.91049 0.43812 -0.139
O -1.63068 0.21748 0.18018 -0.074
C -0.97988 1.39930 -0.14824 -0.194
N 0.24529 1.58152 -0.35724 0.070
C 1.14370 0.44212 -0.20350 -0.227
H 0.58700 -0.35634 1.72060 0.125
H 1.08925 -1.60007 0.57997 0.114
H -0.72272 -1.58391 -1.23401 0.152
H -1.15965 -1.80499 -0.50420 0.040
H -1.70734 2.20284 -0.21632 0.129
H 2.08068 0.81745 0.22073 0.109
H 1.37848 0.06253 -1.20505 0.115
```

Output
**HOMO**: -8.372 eV
**2S+1**: 1
**Calculated total energy**: -7794.3622 eV
**Relative energy (zero: lowest compared OMol25 entry of this formula, charge and spin)**: 509.65 kJ/mol
**Orbital gap**: 8.64 eV
**Charge**: 0

***

C6H8FN3S | the ωB97M-V functional and the def2-TZVPD basis

Structure (XYZ):
```
19
Properties=species:S:1:pos:R:3:lowdin_charge:R:1
C -1.49702 1.87475 0.17020 -0.405
C -0.61454 0.83120 -0.07988 -0.375
C -2.48357 -0.34307 0.07753 -0.567
C 0.79102 0.98803 -0.27811 -0.090
C 1.59652 -0.04895 -0.39843 0.047
C -3.39612 -1.56531 0.01077 -0.036
N -1.22089 -0.39929 -0.10070 0.087
N 3.98202 -0.69818 0.02655 -0.057
N 3.39353 0.26096 -0.61694 -0.034
F 3.38243 1.55766 0.40299 -0.291
S -3.07092 1.32254 0.27908 0.992
H -1.29520 2.91269 0.41117 0.076
H 1.16633 1.98090 -0.26798 0.103
H 1.32679 -1.11678 -0.56637 0.103
H -4.06460 -1.41431 0.82886 0.067
H -3.90660 -1.72137 -0.93848 0.090
H -2.67697 -2.29194 0.13419 0.048
H 5.01211 -1.05961 0.03582 0.159
H 3.57567 -1.06992 0.86973 0.083
```

Output
**HOMO (alpha / beta)**: -5.264 / -10.012 eV
**2S+1**: 3
**Calculated total energy**: -24366.5307 eV
**<S²>**: 2.03
**Orbital gap (alpha / beta)**: 5.98 / 7.57 eV
**Charge**: 0

***

C44H45AsO6SSbV | the ωB97M-V functional and the def2-TZVPD basis

Structure (XYZ):
```
99
Properties=species:S:1:pos:R:3:lowdin_charge:R:1
V -1.94393 0.58664 -0.63849 0.353
C 1.01143 1.35654 -4.72056 -0.067
C -0.10602 0.32354 -4.83444 -0.377
C -0.11271 -0.31790 -6.22816 -0.069
C -0.02710 -0.76348 -3.78245 -0.195
C 1.16633 -1.18290 -3.20452 -0.022
C 1.18794 -2.23840 -2.30322 -0.087
C 0.01765 -2.89024 -1.92785 -0.305
C 0.05636 -4.03961 -0.95682 -0.071
C -1.17914 -2.44756 -2.47539 -0.039
C -1.19825 -1.41538 -3.40080 -0.042
H 0.82302 2.18398 -5.40826 0.077
H 1.98576 0.92444 -4.96333 0.071
H 1.04717 1.75123 -3.70480 0.069
H -1.05642 0.84115 -4.69550 0.107
H 0.81446 -0.87369 -6.39488 0.076
H -0.20490 0.44797 -7.00334 0.069
H -0.94913 -1.01133 -6.32929 0.073
H 2.10005 -0.68978 -3.45198 0.100
H 2.13666 -2.55966 -1.88650 0.096
H 0.54950 -3.72892 -0.03191 0.029
H 0.61858 -4.87899 -1.37469 0.071
H -0.95160 -4.37755 -0.71442 0.071
H -2.10918 -2.92280 -2.18288 0.115
H -2.13905 -1.11158 -3.84129 0.110
O -1.31239 3.99442 -0.27987 -0.500
As -2.31201 2.64369 0.53377 1.142
O -4.30446 0.61112 0.60271 -0.145
O -0.57066 0.17962 -0.02359 -0.590
C -3.97623 3.02057 -0.46542 -0.389
C -5.02131 3.65551 0.21005 -0.129
C -6.25412 3.87303 -0.38206 -0.104
C -6.47493 3.48062 -1.69914 -0.108
C -5.46002 2.84495 -2.39236 -0.078
C -4.23004 2.63447 -1.78653 -0.278
S -3.08093 1.58040 -2.63234 0.486
O -3.44663 1.54269 -4.03599 -0.316
O -1.72515 2.10539 -2.41953 -0.353
O -3.22084 0.25299 -1.99126 -0.384
H -1.15889 3.65418 -1.17168 -0.051
H -4.85431 3.91804 1.24811 0.079
H -7.05470 4.33896 0.18276 0.087
H -7.44061 3.63929 -2.16446 0.085
H -5.60343 2.50024 -3.40910 0.100
C 3.88513 1.13165 2.59329 -0.047
C 4.21784 -0.33714 2.62505 -0.286
C 5.36932 -0.76518 3.28142 -0.075
C 5.71381 -2.10904 3.33832 -0.123
C 4.90474 -3.04566 2.71640 -0.124
C 3.75722 -2.61747 2.06131 -0.183
C 3.37639 -1.27767 2.00089 -0.327
Sb 1.44842 -0.85626 0.87129 1.604
C 0.70523 0.13839 2.66032 -0.308
C 0.27273 1.45706 2.63206 -0.155
C -0.37124 2.02993 3.71988 -0.106
C -0.58518 1.27796 4.86188 -0.101
C -0.16465 -0.04264 4.89731 -0.070
C 0.47164 -0.63244 3.81002 -0.304
C 0.89171 -2.07625 3.90952 -0.082
C 2.80128 0.23192 -0.51392 -0.283
C 3.83833 -0.61151 -0.92012 -0.171
C 4.74660 -0.24881 -1.89994 -0.109
C 4.63521 0.99227 -2.50916 -0.112
C 3.61189 1.83989 -2.12048 -0.078
C 2.68222 1.48084 -1.14248 -0.295
C 1.60790 2.46128 -0.78636 -0.059
H 4.69872 1.73215 3.00550 0.069
H 2.97753 1.32215 3.16641 0.068
H 3.69567 1.44692 1.56661 0.063
H 6.01063 -0.03564 3.76775 0.095
H 6.60965 -2.42496 3.86182 0.084
H 5.16073 -4.09970 2.74554 0.086
H 3.11941 -3.35439 1.57556 0.083
H 0.41856 2.05781 1.74456 0.068
H -0.72984 3.04808 3.64292 0.087
H -1.09138 1.70577 5.71978 0.089
H -0.35599 -0.64315 5.78153 0.098
H 0.43869 -2.54362 4.78494 0.073
H 1.97567 -2.16402 3.98080 0.063
H 0.57606 -2.62816 3.02105 0.038
H 3.94136 -1.57999 -0.44265 0.078
H 5.53293 -0.93487 -2.19491 0.091
H 5.33429 1.29283 -3.28125 0.089
H 3.51632 2.81282 -2.59190 0.105
H 1.45485 3.17500 -1.59641 0.078
H 1.87119 3.02916 0.10938 0.087
H 0.67537 1.94188 -0.59557 0.030
C -3.23168 -0.03325 0.75834 -0.438
C -3.14535 -0.99843 1.87111 -0.176
C -2.19017 -2.01727 1.90464 -0.043
C -2.19844 -2.96077 2.91631 -0.117
C -3.13738 -2.89338 3.93922 -0.119
C -4.05947 -1.84988 3.95006 -0.112
C -4.06936 -0.92240 2.92721 -0.032
H -1.46550 -2.03951 1.09652 0.078
H -1.48098 -3.77429 2.91433 0.090
H -3.14354 -3.63828 4.72720 0.083
H -4.77792 -1.77726 4.76102 0.085
H -4.78307 -0.10834 2.90779 0.105
```

Output
**HOMO (alpha / beta)**: -0.368 / -0.375 eV
**2S+1**: 1
**Calculated total energy**: -162543.2336 eV
**Relative energy (zero: lowest compared OMol25 entry of this formula, charge and spin)**: 0.00 kJ/mol
**Orbital gap (alpha / beta)**: 4.66 / 4.67 eV
**Charge**: -2

***

C21H21Cl2CsN4O5 | the ωB97M-V functional and the def2-TZVPD basis

Structure (XYZ):
```
54
Properties=species:S:1:pos:R:3:lowdin_charge:R:1
Cs 1.10342 0.43115 -0.33562 1.329
N -2.11142 2.26182 0.88067 -0.009
C -1.73866 3.65412 0.63507 -0.236
C -0.52145 3.99775 -0.26260 -0.635
O -0.05353 5.15668 -0.11975 -0.104
N -0.16106 3.04802 -1.09539 -0.085
C 1.00625 3.38906 -1.90563 -0.231
C 1.43444 2.19583 -2.81763 -0.810
O 0.72805 1.94283 -3.81511 -0.076
O 2.39325 1.48121 -2.39737 -0.343
H -1.37795 1.78295 1.39733 0.031
H -2.14755 1.77283 -0.00969 0.026
H -1.55715 4.14130 1.59853 0.089
H -2.60560 4.17035 0.20846 0.094
H 1.85321 3.66027 -1.25281 0.099
H 0.79632 4.25342 -2.55048 0.103
O -0.84461 -3.62480 0.40821 -0.102
C -0.65158 -3.44875 -0.98202 -0.286
C -1.96875 -3.72211 -1.69432 -0.179
C -3.01836 -2.63061 -1.42675 -0.147
C -2.81575 -1.40218 -2.28173 -0.297
C -3.44729 -1.32096 -3.51997 -0.054
C -3.22509 -0.21679 -4.33711 -0.085
C -2.37683 0.77183 -3.87549 -0.053
C -1.80132 0.61243 -2.61831 -0.142
N -2.00256 -0.43997 -1.83164 0.116
H -0.17044 -3.07760 0.86879 0.022
H 0.12196 -4.14208 -1.34749 0.111
H -0.31200 -2.43257 -1.20932 0.091
H -2.34484 -4.69019 -1.34991 0.105
H -1.80481 -3.81254 -2.77337 0.109
H -2.99364 -2.36004 -0.37137 0.116
H -4.01471 -3.03013 -1.64081 0.100
H -4.10236 -2.12802 -3.82771 0.098
H -3.70264 -0.14615 -5.30773 0.092
H -2.10630 1.65174 -4.44217 0.105
H -1.16996 1.42417 -2.26577 0.052
Cl 2.57428 -4.26930 1.56245 0.665
C 2.78492 -2.76060 2.40522 -0.590
C 3.85648 -2.65017 3.28408 -0.161
C 4.07678 -1.48767 3.97290 -0.636
Cl 5.43331 -1.38942 5.06610 0.619
C 3.21861 -0.37412 3.79551 -0.186
C 3.40834 0.85523 4.46641 -0.049
C 2.54362 1.88537 4.23893 -0.062
C 1.48022 1.68808 3.33653 -0.146
N 1.27067 0.55539 2.71642 0.036
C 2.11836 -0.48609 2.90439 -0.163
C 1.85052 -1.73637 2.15242 -0.460
O 0.89463 -1.81808 1.34276 -0.255
H 4.51809 -3.49583 3.41399 0.094
H 4.24315 0.95675 5.14558 0.075
H 2.65129 2.84908 4.71908 0.097
H 0.78807 2.50348 3.14524 0.109
```

Output
**HOMO**: -1.833 eV
**2S+1**: 1
**Calculated total energy**: -63911.9257 eV
**Relative energy (zero: lowest compared OMol25 entry of this formula, charge and spin)**: 0.00 kJ/mol
**Orbital gap**: 5.74 eV
**Charge**: -2

***

C59H55Cl2N5P3SiTi | the ωB97M-V functional and the def2-TZVPD basis

Structure (XYZ):
```
126
Properties=species:S:1:pos:R:3:lowdin_charge:R:1
Ti 0.51100 -0.59222 0.51053 0.182
C -5.35341 2.24943 3.53119 -0.057
C -4.15069 2.91922 3.37342 -0.048
C -3.01548 2.23555 2.97981 -0.083
C -3.06705 0.86963 2.71442 -0.316
C -4.28589 0.20779 2.84632 -0.088
C -5.41200 0.89202 3.26536 -0.061
P -1.49896 -0.03739 2.33593 1.067
C -2.11313 -1.70107 2.80780 -0.446
C -2.75561 -2.31460 1.72683 -0.177
C -3.33462 -3.56015 1.86104 -0.065
C -3.25252 -4.22636 3.07458 -0.059
C -2.59469 -3.63676 4.13977 -0.060
C -2.02676 -2.37857 4.01522 -0.115
C -0.54871 0.81930 3.64429 -0.440
C -0.73768 0.69029 5.01519 -0.071
C -0.00770 1.48462 5.88641 -0.051
C 0.87815 2.42877 5.39396 -0.051
C 1.01285 2.60339 4.02420 -0.079
C 0.29992 1.81533 3.13524 -0.360
Si 0.40404 1.85876 1.21849 0.603
C -1.05517 2.82889 0.44075 -0.285
C -1.47849 4.09665 0.82264 -0.100
C -2.45557 4.76639 0.10772 -0.045
C -3.02014 4.17996 -1.01675 -0.043
C -2.61543 2.91923 -1.41336 -0.084
C -1.63225 2.24934 -0.68669 -0.390
P -1.10685 0.57212 -1.16109 1.038
C -0.40994 0.79224 -2.83622 -0.342
C -0.05753 -0.34510 -3.56424 -0.126
C 0.33105 -0.23618 -4.88585 -0.073
C 0.40634 1.01108 -5.48605 -0.073
C 0.11315 2.14724 -4.75069 -0.061
C -0.28908 2.04421 -3.42972 -0.070
C -2.78420 -0.07967 -1.57559 -0.347
C -3.14879 -0.69207 -2.77073 -0.088
C -4.45947 -1.09987 -2.96762 -0.069
C -5.41565 -0.91221 -1.98360 -0.055
C -5.05906 -0.30150 -0.79127 -0.049
C -3.75542 0.10920 -0.59047 -0.119
C 1.80667 2.96856 0.55059 -0.281
C 1.97880 4.30903 0.86944 -0.082
C 3.00883 5.04580 0.31285 -0.047
C 3.90676 4.43554 -0.55031 -0.046
C 3.75362 3.10170 -0.87880 -0.086
C 2.67765 2.38192 -0.36511 -0.386
P 2.54389 0.58009 -0.63043 1.064
C 2.94816 0.29680 -2.39803 -0.325
C 3.21113 -0.99979 -2.84370 -0.126
C 3.58941 -1.23620 -4.15211 -0.073
C 3.69101 -0.18448 -5.04787 -0.065
C 3.37806 1.09711 -4.62793 -0.067
C 2.99313 1.33812 -3.32025 -0.089
C 4.15926 0.23225 0.19660 -0.358
C 5.20595 -0.49315 -0.36384 -0.084
C 6.40102 -0.63448 0.32528 -0.066
C 6.55956 -0.08043 1.58429 -0.060
C 5.51566 0.63308 2.15378 -0.056
C 4.33034 0.79624 1.46354 -0.146
H -6.23398 2.77336 3.87024 0.113
H -4.08713 3.97683 3.57587 0.113
H -2.08080 2.76643 2.90542 0.081
H -4.36976 -0.84757 2.64512 0.096
H -6.33653 0.34902 3.39529 0.113
H -2.81865 -1.77373 0.78565 0.072
H -3.85405 -4.00820 1.02600 0.109
H -3.69706 -5.20259 3.18802 0.113
H -2.52683 -4.15803 5.08095 0.115
H -1.51568 -1.94185 4.85958 0.090
H -1.46898 0.00480 5.41851 0.103
H -0.14501 1.37467 6.95172 0.114
H 1.44850 3.04261 6.07487 0.114
H 1.67647 3.36468 3.64317 0.101
H -1.04588 4.56064 1.69669 0.107
H -2.77610 5.74765 0.42467 0.114
H -3.77624 4.70184 -1.58295 0.114
H -3.05647 2.45698 -2.28689 0.121
H -0.09028 -1.31691 -3.08726 0.087
H 0.57301 -1.12315 -5.45157 0.114
H 0.70951 1.09626 -6.51839 0.118
H 0.18978 3.12039 -5.20972 0.116
H -0.51059 2.93593 -2.86100 0.107
H -2.42609 -0.81851 -3.56405 0.095
H -4.73783 -1.55596 -3.90472 0.112
H -6.43537 -1.22588 -2.14679 0.113
H -5.79692 -0.13440 -0.02212 0.112
H -3.48392 0.62015 0.32609 0.078
H 1.30363 4.77960 1.56638 0.097
H 3.12474 6.08801 0.56720 0.114
H 4.73520 4.99400 -0.95776 0.114
H 4.47932 2.61622 -1.51673 0.116
H 3.11961 -1.83426 -2.16563 0.070
H 3.81607 -2.24441 -4.46883 0.109
H 3.98986 -0.36582 -6.06923 0.115
H 3.43961 1.91988 -5.32262 0.120
H 2.72202 2.33881 -3.02001 0.103
H 5.11186 -0.92102 -1.35179 0.094
H 7.21849 -1.16539 -0.13711 0.111
H 7.49449 -0.18382 2.11188 0.113
H 5.63342 1.08063 3.12802 0.114
H 3.53799 1.39880 1.89321 0.083
C -2.16100 -4.00907 -2.23143 -0.016
N -0.71638 -4.06862 -2.18607 -0.135
C -0.13190 -5.08808 -3.03738 -0.033
C 0.02429 -3.30864 -1.34447 -0.404
N -0.38162 -2.24647 -0.73178 0.038
N 1.31882 -3.77362 -1.19166 0.176
C 2.32506 -3.21922 -0.44699 -0.524
N 3.45124 -3.97430 -0.39761 0.202
N 2.19374 -2.08632 0.14380 -0.053
H -2.54748 -5.02888 -2.22177 0.108
H -2.50226 -3.50780 -3.14050 0.098
H -2.56487 -3.49200 -1.36354 0.080
H -0.81470 -5.26545 -3.86622 0.105
H 0.00732 -6.03962 -2.51164 0.108
H 0.81481 -4.75233 -3.46258 0.098
H -1.35017 -2.03074 -0.96362 0.017
H 1.49093 -4.69981 -1.55277 0.131
H 3.54859 -4.84382 -0.89346 0.119
H 4.27296 -3.62973 0.06806 0.120
H 3.05156 -1.82944 0.63201 0.041
Cl 1.92141 -0.65549 2.64992 0.762
C 1.42503 -2.20438 3.35269 -0.776
Cl 0.39086 -2.97978 2.15962 0.738
H 0.85739 -1.99687 4.26104 0.046
H 2.30547 -2.82084 3.54777 0.062
```

Output
**HOMO (alpha / beta)**: -12.444 / -12.216 eV
**2S+1**: 2
**Calculated total energy**: -153421.6303 eV
**Relative energy (zero: lowest compared OMol25 entry of this formula, charge and spin)**: 127.57 kJ/mol
**<S²>**: 0.76
**Orbital gap (alpha / beta)**: 8.01 / 7.52 eV
**Charge**: +2

***

C3H5N2OS | the ωB97M-V functional and the def2-TZVPD basis

Structure (XYZ):
```
12
Properties=species:S:1:pos:R:3:lowdin_charge:R:1
O 1.81722 -0.09248 2.00823 0.186
C 1.00827 0.00244 1.13174 -0.369
C 0.96023 0.08534 -0.41075 0.011
N -0.54303 -0.00787 -0.69334 -0.444
S -1.15178 -0.27472 -2.27317 0.917
C -1.19240 -0.05770 0.42456 -0.062
N -0.34754 -0.11407 1.43239 0.175
H 1.52641 0.91587 -0.74319 0.130
H 1.40372 -0.85990 -0.89214 0.177
H -0.71364 0.95501 -2.75820 -0.056
H -2.18826 -0.13117 0.39469 0.132
H -0.57920 -0.42075 2.37918 0.202
```

Output
**HOMO**: -14.770 eV
**2S+1**: 1
**Calculated total energy**: -19047.0192 eV
**Relative energy (zero: lowest compared OMol25 entry of this formula, charge and spin)**: 26.61 kJ/mol
**Structure (SMILES)**: O=C1CN(S)C=[NH+]1
**Orbital gap**: 9.83 eV
**Charge**: +1

***

C3H5NO2 | the ωB97M-V functional and the def2-TZVPD basis

Structure (XYZ):
```
11
Properties=species:S:1:pos:R:3:lowdin_charge:R:1
C 0.23595 -0.98572 -1.00469 -0.116
C -0.14476 -0.72539 1.72566 0.013
O 0.61526 -0.73303 2.56947 0.087
N -0.87844 1.63843 0.70221 0.094
C 0.00264 1.41645 -0.17524 -0.346
O 0.06617 0.44016 -1.12625 -0.129
H -0.70898 -1.52198 -0.85091 0.084
H 0.94749 -1.35615 -0.25163 0.062
H 0.65556 -1.23826 -1.97359 0.087
H -1.60465 0.92307 0.67396 0.042
H 0.81376 2.14242 -0.28899 0.123
```

Output
**HOMO**: -10.382 eV
**2S+1**: 1
**Calculated total energy**: -8775.1911 eV
**Relative energy (zero: lowest compared OMol25 entry of this formula, charge and spin)**: 241.56 kJ/mol
**Orbital gap**: 11.18 eV
**Charge**: 0